180
Properties=species:S:1:pos:R:3:lowdin_charge:R:1 method="wB97M-V/def2-TZVPD" total_charge=+6 e_homo_ev=-20.7 energy_ev=-66826.14143
N -3.925 2.037 -14.092 -0.25
N -9.891 0.427 -18.609 -0.27
N -0.072 -11.517 -17.811 -0.26
N -6.766 -9.266 -17.290 -0.24
N -13.406 -8.661 -21.841 -0.24
N -12.937 -14.549 -19.099 -0.26
C -3.647 -12.965 -17.408 -0.27
C -3.752 -2.903 -15.143 -0.09
C -10.935 -7.766 -21.424 -0.17
C -10.873 -16.051 -19.436 -0.19
C -8.554 -2.287 -16.121 -0.27
C -9.449 -16.339 -18.942 -0.23
C -9.374 -1.084 -16.594 -0.17
C -4.299 0.995 -15.108 -0.12
C -7.301 -7.866 -17.663 -0.11
C -9.454 -16.579 -17.399 -0.08
C -14.774 -12.927 -19.236 -0.12
C -4.109 3.497 -14.549 -0.09
C -4.792 1.857 -12.830 0.07
C -3.243 4.292 -13.618 -0.15
C -6.257 -7.015 -18.370 -0.18
C -9.616 -7.725 -22.197 -0.23
C -13.420 -13.221 -18.548 -0.08
C -6.122 -4.540 -17.714 -0.11
C -8.209 -11.309 -17.166 -0.11
C -8.924 -0.517 -17.946 -0.14
C -11.248 -0.215 -18.845 -0.08
C -3.835 -0.432 -14.703 -0.19
C 0.082 -11.529 -19.334 0.06
C -14.523 -8.695 -22.927 -0.05
C -13.661 -15.692 -18.480 0.03
C -4.335 -14.331 -17.434 -0.09
C -13.983 -7.591 -20.918 -0.10
C -11.801 0.461 -20.122 -0.12
C -15.494 -7.550 -21.040 -0.13
C -1.550 -11.654 -17.454 -0.14
C 0.499 -10.264 -17.183 -0.10
C -7.796 -10.006 -16.445 -0.08
C -8.298 -7.375 -21.510 -0.09
C -2.040 3.430 -13.310 -0.12
C -7.098 -11.495 -18.217 -0.13
C -11.452 -14.734 -18.880 -0.12
C -10.659 1.298 -20.731 -0.12
C 2.010 -10.496 -17.290 -0.13
C -10.026 1.675 -17.742 0.05
C 0.772 -12.662 -17.303 -0.09
C -9.052 -3.017 -14.885 -0.09
C -5.456 -9.264 -16.523 0.05
C -6.678 -10.073 -18.572 -0.10
C -4.123 -1.540 -15.703 -0.26
C -13.356 -10.113 -21.344 0.03
C -6.726 -5.570 -18.681 -0.23
C -2.175 -12.963 -17.836 -0.17
C -2.468 2.016 -13.714 -0.11
C -15.786 -8.624 -22.075 -0.15
C -14.700 -13.736 -20.545 -0.14
C -12.059 -8.203 -22.378 -0.13
C 2.161 -12.013 -17.144 -0.12
C -9.386 0.858 -20.004 -0.07
C -13.378 -14.476 -20.547 -0.11
H -7.558 -1.923 -15.831 0.09
H -10.412 2.408 -18.448 0.11
H -16.110 -7.723 -20.158 0.13
H -8.177 -12.087 -16.409 0.12
H -10.930 -8.514 -20.624 0.11
H -2.300 1.262 -12.947 0.13
H -4.224 -3.166 -14.199 0.08
H -13.641 -13.431 -17.501 0.14
H -10.889 2.353 -20.626 0.12
H -14.826 -11.870 -19.487 0.08
H -2.997 5.272 -14.023 0.14
H -11.016 -1.262 -19.016 0.13
H -7.624 -8.224 -21.345 0.06
H -4.216 -12.348 -18.121 0.08
H -6.463 -3.544 -18.010 0.06
H -8.990 -0.070 -20.412 0.13
H -13.336 -10.783 -22.195 0.11
H -8.630 -9.314 -16.333 0.13
H -10.936 -16.007 -20.527 0.12
H -1.770 3.472 -12.256 0.13
H -16.011 -9.548 -21.532 0.11
H -6.411 -5.276 -19.680 0.11
H -8.418 -7.162 -20.439 0.04
H -5.116 -14.362 -16.670 0.07
H -5.000 2.823 -12.382 0.11
H -1.635 -11.428 -16.391 0.14
H -13.609 -15.641 -17.389 0.13
H -13.470 -6.655 -21.144 0.13
H -15.541 -14.426 -20.575 0.13
H -10.481 1.003 -21.763 0.13
H -11.799 -9.026 -23.053 0.14
H -9.124 -11.242 -17.750 0.11
H -9.239 -2.299 -14.082 0.09
H -7.565 -11.914 -19.107 0.12
H -13.355 -16.690 -18.766 0.11
H -9.789 -7.040 -23.028 0.12
H -15.815 -6.563 -21.376 0.13
H -10.743 1.590 -16.931 0.12
H -5.668 -10.053 -18.977 0.14
H -8.309 -3.637 -14.378 0.07
H 0.439 -13.003 -16.323 0.14
H -3.695 -1.324 -16.684 0.12
H -1.833 1.722 -14.551 0.14
H -11.381 -14.822 -17.794 0.12
H -5.746 1.473 -13.183 0.11
H -14.238 -10.272 -20.729 0.08
H -11.868 0.037 -17.991 0.13
H -4.080 -0.643 -13.661 0.12
H -8.631 -1.286 -18.659 0.13
H -3.798 1.169 -16.061 0.14
H -0.096 -12.542 -19.674 0.11
H -5.424 -6.913 -17.671 0.10
H -2.739 -0.396 -14.662 0.12
H -9.426 -8.727 -22.592 0.12
H -2.128 -13.129 -18.913 0.13
H -7.439 -10.247 -15.447 0.14
H -16.768 -8.505 -22.535 0.14
H -9.662 -15.654 -16.872 0.06
H -1.586 -13.762 -17.379 0.12
H -5.853 -7.449 -19.285 0.12
H -10.121 -17.423 -17.216 0.09
H -9.034 -17.168 -19.505 0.12
H -6.235 -12.036 -17.825 0.09
H -1.129 3.700 -13.840 0.13
H -7.386 -9.645 -19.278 0.12
H -14.570 -9.583 -23.554 0.14
H 2.821 -12.419 -17.910 0.13
H -4.809 -14.620 -18.372 0.08
H -14.737 -15.598 -18.636 0.12
H -5.157 3.733 -14.709 0.14
H -8.470 -16.981 -17.157 0.08
H -12.100 -0.340 -20.799 0.12
H -9.917 -3.635 -15.123 0.08
H -9.047 1.984 -17.387 0.11
H -12.717 -12.398 -18.630 0.12
H -12.582 -14.023 -21.144 0.14
H -3.613 3.504 -15.525 0.14
H -8.611 1.607 -19.869 0.14
H -3.643 -15.125 -17.149 0.09
H -3.981 -12.504 -16.473 0.10
H -11.412 -16.961 -19.168 0.11
H -7.819 -5.537 -18.638 0.10
H -4.711 -8.861 -17.211 0.10
H -12.718 1.026 -19.971 0.13
H 0.280 -10.184 -16.119 0.14
H 0.820 -13.512 -17.976 0.14
H -14.713 -13.175 -21.479 0.11
H -7.742 -6.605 -22.037 0.09
H 2.636 -12.249 -16.194 0.13
H -8.309 -2.978 -16.931 0.08
H -7.622 -7.421 -16.721 0.14
H -0.542 -10.751 -19.768 0.11
H -8.212 -8.053 -18.229 0.12
H -3.778 4.502 -12.688 0.12
H -14.263 -7.807 -23.499 0.14
H -10.394 -1.456 -16.741 0.12
H -13.427 -15.455 -21.026 0.15
H 2.503 -9.994 -16.463 0.13
H -5.204 -1.471 -15.898 0.08
H -8.889 -15.402 -19.056 0.09
H -3.926 -3.713 -15.855 0.05
H -6.422 -4.606 -16.668 0.08
H -10.872 -13.860 -19.170 0.13
H -5.576 -8.580 -15.690 0.12
H -12.545 -10.235 -20.627 0.09
H -2.051 -10.833 -17.977 0.13
H -8.064 0.109 -17.696 0.13
H 1.103 -11.240 -19.576 0.11
H -13.535 -7.734 -19.928 0.14
H -4.249 1.164 -12.199 0.11
H 2.298 -10.134 -18.274 0.11
H -2.665 -2.948 -15.030 0.09
H -15.660 -13.226 -18.687 0.13
H -5.141 -10.288 -16.347 0.10
H -9.366 -0.291 -15.847 0.12
H 0.152 -9.391 -17.731 0.14
H -5.052 -4.512 -17.917 0.08
H -5.366 1.067 -15.317 0.13
H -11.258 -6.776 -21.098 0.12
H -12.332 -7.449 -23.121 0.14